# 1
Below is 3 unconnected molecules or ions with the total composition C17H42N7 at a distorted geometry, with properties calculated with the ωB97M-V functional and the def2-TZVPD basis.

Properties
* frontier orbital gap: 6.18 eV

```
! RIJCOSX wB97M-V def2-TZVPD def2/J DEFGRID3
* xyz 1 1
C -2.403 -1.592 -4.172
C -1.601 -2.724 -4.869
C -0.195 -2.222 -5.210
N 0.710 -3.238 -5.821
C 0.141 -3.834 -6.902
N -0.367 -3.030 -7.838
C -0.885 -3.882 -8.749
N -1.510 -3.434 -9.847
N -0.678 -5.122 -8.364
N -0.035 -5.124 -7.174
H -1.865 -1.168 -3.321
H -2.566 -0.837 -4.954
H -3.398 -1.964 -3.909
H -1.529 -3.628 -4.244
H -2.197 -3.000 -5.751
H 0.273 -1.903 -4.269
H -0.198 -1.327 -5.839
H 1.044 -3.911 -5.137
H -2.446 -3.691 -10.118
H -1.071 -2.737 -10.431
H -0.982 -5.953 -8.855
H 0.245 -5.905 -6.599
C -2.282 0.858 -1.029
C -2.155 -0.228 0.031
N -1.001 -0.056 0.892
C -0.701 -1.230 1.697
C -1.731 -1.666 2.743
C -0.905 1.221 1.580
C -2.071 1.640 2.482
H -1.363 0.949 -1.611
H -3.094 0.609 -1.717
H -2.515 1.830 -0.592
H -2.056 -1.185 -0.492
H -3.094 -0.282 0.600
H 0.263 -1.083 2.193
H -0.538 -2.070 1.012
H -1.737 -1.004 3.607
H -1.481 -2.664 3.110
H -2.741 -1.716 2.334
H -0.765 2.004 0.829
H 0.019 1.244 2.165
H -3.041 1.488 2.007
H -1.990 2.704 2.715
H -2.062 1.108 3.432
C 3.031 0.651 4.789
C 2.909 1.841 5.730
N 3.461 3.066 5.181
C 3.625 4.120 6.170
C 2.364 4.687 6.831
C 2.926 3.484 3.898
C 1.414 3.706 3.789
H 4.064 0.511 4.466
H 2.712 -0.259 5.301
H 2.402 0.763 3.903
H 3.459 1.594 6.641
H 1.855 1.957 6.024
H 4.187 4.944 5.721
H 4.277 3.735 6.961
H 1.805 5.330 6.153
H 2.645 5.299 7.691
H 1.700 3.902 7.196
H 3.208 2.734 3.152
H 3.442 4.391 3.572
H 0.839 2.898 4.246
H 1.125 3.751 2.736
H 1.107 4.649 4.241
*
```

---

# 2
Below is a molecular structure, C17H43AsN6S2Ti, with properties calculated with the ωB97M-V functional and the def2-TZVPD basis.

Properties
* frontier orbital gap (alpha / beta): 8.33 / 8.71 eV
* relative energy (zero: lowest compared OMol25 entry of this formula, charge and spin): 0.00 kcal/mol

```
! RIJCOSX wB97M-V def2-TZVPD def2/J DEFGRID3
* xyz 3 2
Ti -0.370 0.022 0.406
N -0.006 -1.235 -1.292
C 1.368 -1.859 -1.348
C 2.454 -0.817 -1.536
C 2.727 0.073 -0.338
N 1.556 0.971 -0.024
H -0.708 -1.975 -1.348
H -0.132 -0.719 -2.167
H 1.382 -2.572 -2.171
H 1.512 -2.416 -0.421
H 2.246 -0.212 -2.426
H 3.381 -1.347 -1.763
H 3.598 0.699 -0.526
H 2.927 -0.523 0.552
H 1.469 1.630 -0.801
H 1.826 1.570 0.760
S 0.624 -0.988 2.413
C 0.279 -2.687 2.594
N 1.018 -3.436 3.385
C 0.567 -4.841 3.404
C -0.730 -4.771 2.566
N -0.688 -3.392 2.030
H 1.831 -3.089 3.871
H 0.393 -5.165 4.426
H 1.326 -5.477 2.953
H -1.622 -4.903 3.175
H -0.740 -5.495 1.757
H -1.457 -2.944 1.549
C 0.516 4.450 -0.224
C -0.457 3.729 -1.151
As -1.498 2.296 -0.336
C -1.985 2.936 1.435
C -0.877 2.676 2.454
C -3.124 2.314 -1.398
C -4.037 3.478 -1.024
H 1.046 5.221 -0.780
H 1.274 3.788 0.201
H 0.003 4.944 0.601
H 0.052 3.300 -2.017
H -1.204 4.418 -1.547
H -2.910 2.424 1.708
H -2.211 4.000 1.364
H -0.523 1.633 2.464
H -1.222 2.859 3.472
H -0.006 3.307 2.285
H -3.614 1.349 -1.280
H -2.789 2.385 -2.434
H -4.473 3.352 -0.034
H -4.854 3.541 -1.743
H -3.525 4.441 -1.046
C -3.548 0.800 4.515
C -3.208 -0.178 3.407
N -4.231 -0.110 2.353
C -4.122 -0.459 1.086
S -2.628 -1.010 0.319
N -5.190 -0.476 0.306
C -6.571 -0.159 0.725
C -6.846 1.335 0.776
H -2.785 0.761 5.290
H -4.499 0.552 4.989
H -3.609 1.823 4.140
H -3.165 -1.198 3.794
H -2.241 0.044 2.957
H -5.162 0.126 2.672
H -5.040 -0.770 -0.648
H -6.762 -0.648 1.684
H -7.221 -0.656 0.008
H -6.222 1.850 1.509
H -7.886 1.502 1.053
H -6.681 1.790 -0.201
*
```